Molecular formula: C33H61N2O8PS2
Method: DFT, the ωB97M-V functional and the def2-TZVPD basis

Results
relative energy (zero: lowest compared OMol25 entry of this formula, charge and spin)	0.7860	eV
largest force on an atom	1.9	eV/A
E_HOMO	-8.07	eV

Atoms and positions in Å:
C (-1.14, 5.06, 0.99)
C (-2.67, 5.23, 1.01)
C (-3.28, 4.04, 1.81)
C (-3.54, 2.82, 0.94)
C (-4.12, 2.95, -0.31)
C (-4.38, 1.82, -1.06)
N (-5.01, 1.93, -2.34)
C (-4.04, 0.56, -0.60)
P (-4.42, -0.93, -1.60)
S (-5.48, -2.27, -0.64)
C (-3.43, 0.40, 0.63)
C (-3.22, 1.55, 1.38)
S (-2.47, 1.27, 2.99)
C (-1.31, -0.05, 2.62)
C (-0.08, -0.12, 3.21)
C (0.78, -1.18, 2.92)
C (2.12, -1.24, 3.65)
C (3.35, -1.70, 2.82)
C (4.43, -0.60, 2.74)
C (3.99, 0.51, 1.76)
C (4.84, 1.79, 1.93)
C (4.81, 2.63, 0.63)
O (6.10, 2.70, -0.01)
C (6.31, 1.70, -0.88)
C (7.59, 1.82, -1.71)
O (5.59, 0.73, -0.99)
C (0.32, -2.11, 2.01)
O (1.09, -3.23, 1.68)
C (-0.91, -2.00, 1.39)
C (-1.76, -0.97, 1.69)
N (-3.06, -0.90, 1.08)
H (-0.64, 5.86, 0.42)
H (-0.76, 5.14, 2.02)
H (-0.88, 4.10, 0.53)
H (-3.04, 5.25, -0.02)
H (-2.87, 6.17, 1.54)
H (-2.57, 3.83, 2.61)
H (-4.21, 4.35, 2.31)
H (-4.36, 3.94, -0.69)
H (-4.34, 1.95, -3.10)
H (-5.57, 2.78, -2.36)
H (-5.05, -0.57, -2.80)
H (-3.17, -1.50, -1.93)
H (0.18, 0.67, 3.91)
H (2.02, -1.81, 4.58)
H (2.32, -0.20, 3.96)
H (3.12, -1.98, 1.79)
H (3.82, -2.53, 3.37)
H (5.40, -0.98, 2.38)
H (4.58, -0.11, 3.71)
H (4.02, 0.15, 0.73)
H (2.96, 0.82, 2.00)
H (4.49, 2.39, 2.77)
H (5.88, 1.54, 2.18)
H (4.01, 2.26, -0.03)
H (4.55, 3.66, 0.89)
H (7.29, 1.98, -2.75)
H (8.21, 2.64, -1.34)
H (8.10, 0.86, -1.60)
H (1.50, -3.02, 0.83)
H (-1.19, -2.79, 0.69)
H (-3.79, -1.20, 1.73)
C (3.98, -1.01, -2.91)
C (2.65, -1.45, -3.48)
O (1.72, -1.72, -2.43)
H (4.39, -1.78, -2.25)
H (4.70, -0.81, -3.70)
H (3.86, -0.11, -2.31)
H (2.76, -2.36, -4.07)
H (2.23, -0.67, -4.13)
H (1.62, -0.91, -1.92)
C (0.37, 3.02, -1.87)
C (1.36, 1.90, -2.14)
O (1.80, 1.37, -0.89)
H (0.84, 3.79, -1.27)
H (0.00, 3.46, -2.79)
H (-0.48, 2.63, -1.30)
H (2.23, 2.27, -2.68)
H (0.90, 1.10, -2.73)
H (1.02, 1.05, -0.42)
C (7.42, -4.25, -2.82)
C (6.67, -4.77, -1.61)
O (6.98, -4.01, -0.45)
H (8.49, -4.28, -2.65)
H (7.18, -4.84, -3.71)
H (7.15, -3.21, -3.01)
H (6.94, -5.80, -1.40)
H (5.58, -4.73, -1.78)
H (6.72, -3.10, -0.62)
C (-5.90, 0.19, 4.09)
C (-7.16, 0.73, 3.43)
O (-6.97, 2.08, 3.01)
H (-5.64, 0.80, 4.96)
H (-6.04, -0.84, 4.42)
H (-5.06, 0.24, 3.40)
H (-8.00, 0.71, 4.12)
H (-7.42, 0.12, 2.55)
H (-6.24, 2.10, 2.39)
C (-7.87, -5.21, -2.53)
C (-7.65, -4.23, -3.67)
O (-6.27, -4.17, -4.01)
H (-7.28, -4.92, -1.66)
H (-8.92, -5.26, -2.25)
H (-7.54, -6.21, -2.82)
H (-7.96, -3.23, -3.37)
H (-8.22, -4.52, -4.55)
H (-6.00, -5.05, -4.28)